A molecular structure, C24H40BF6IO14, computed with ωB97M-V/def2-TZVPD.

Geometry as XYZ:
```
86
Properties=species:S:1:pos:R:3:forces:R:3:lowdin_charge:R:1
I 1.2729 3.4174 1.9504 -1.54 -0.93 -1.31 0.97
F -0.4509 -8.5567 5.0434 0.06 1.48 -0.18 0.14
F 2.6802 4.7951 3.6420 0.98 0.88 1.58 -0.11
F -1.9116 -7.0540 5.6405 1.09 0.13 -0.58 0.14
F 2.4091 6.8683 4.2616 0.52 -1.30 0.78 0.15
F 0.1124 -6.9887 6.4504 -0.32 0.14 -1.14 0.14
F 1.2377 5.2894 5.2013 1.35 0.16 -0.06 0.13
O 3.3988 4.2184 6.4536 -0.20 1.42 -1.40 0.01
O -0.6883 4.3448 -2.9948 -0.25 -3.79 -1.99 0.04
O -1.5254 0.9085 -1.1971 -0.25 -2.90 0.11 -0.03
O -0.1408 -0.5480 -2.3149 -3.30 0.58 1.27 0.01
O -2.9257 -1.6425 -5.9429 -0.67 -0.05 1.81 -0.22
O 2.2036 -0.0816 -2.3742 1.43 0.57 -3.08 -0.15
O -1.5714 -1.5404 -0.4875 3.05 7.41 -5.17 0.03
O 2.7395 -2.3829 -2.5492 1.85 1.94 0.49 -0.16
O -0.6167 -5.0529 4.3349 0.48 -1.99 0.50 0.01
O -0.6919 0.7302 -4.4147 0.38 -1.49 2.36 -0.10
O 2.5028 -3.7560 0.5895 0.65 1.76 -1.51 -0.15
O 4.5034 6.1768 5.9949 -2.45 -1.52 -0.90 0.15
O -2.6621 2.9090 -3.6358 1.81 0.51 2.97 -0.02
O 0.5475 -6.6808 3.2124 -1.68 0.28 2.49 0.14
C 4.0863 4.6176 8.7479 -0.18 0.32 0.02 -0.06
C -0.6820 1.8303 -1.9903 0.86 -1.08 0.52 -0.15
C 2.4830 5.5911 4.7322 -2.10 0.83 -1.41 -0.48
C -3.7992 2.5535 -2.7731 -0.93 -1.82 0.82 -0.23
C -0.5989 -7.2284 5.3112 -0.86 -1.66 1.79 -0.47
C 0.3408 2.4136 -0.8295 1.42 -0.36 0.11 -0.18
C -0.0555 0.7350 -3.0885 2.09 -0.58 0.90 -0.24
C 1.5945 0.8291 -3.3473 -1.57 0.66 0.06 -0.06
C 4.3877 3.9003 7.4453 0.53 -0.16 0.66 -0.21
C 3.0660 -4.2089 -0.7076 -0.27 0.27 -0.33 -0.18
C -1.1340 -4.1971 2.1223 -0.13 -0.26 -0.10 -0.06
C -1.4839 3.9029 0.6244 0.25 -0.04 1.39 -0.18
C -5.1809 3.3909 -3.0640 0.52 -0.05 0.77 -0.09
C -4.2817 -2.1119 -5.6122 -1.56 -1.16 1.07 -0.25
C -0.3666 2.6861 0.6234 -0.69 0.06 -0.57 -0.67
C 3.6831 -2.9428 -1.5688 0.92 -1.34 0.38 -0.18
C 3.1698 -1.0086 -2.9714 0.97 -0.49 1.45 -0.17
C -0.7231 -0.6093 -5.0204 -0.10 -1.06 -2.26 -0.12
C -2.0950 -1.4696 -4.7241 0.72 -0.60 0.73 -0.15
C -4.2851 -3.5671 -4.7953 0.75 0.00 -0.74 -0.12
C -1.1351 -0.5156 -1.2311 -0.60 -1.49 0.59 -0.19
C -0.2295 -4.0962 3.3363 0.18 0.56 -0.74 -0.21
C 3.5730 5.4027 5.7863 2.62 -0.12 2.03 -0.32
C -0.1552 -6.3310 4.1569 1.27 1.70 -2.58 -0.33
B -1.3962 3.0208 -2.8833 -1.75 2.03 -1.26 -0.35
H -2.7158 -0.9380 -3.8821 1.15 -0.98 -1.51 0.14
H 5.3960 4.1292 7.0805 -0.31 0.14 -0.07 0.13
H -3.9962 1.3923 -2.9461 0.30 2.42 0.35 0.13
H -6.0909 2.6214 -3.0369 2.01 1.84 -0.19 0.09
H 3.0686 4.3943 9.0838 0.17 -0.12 -0.03 0.08
H -3.6618 -4.3121 -5.4868 -1.40 1.44 1.65 0.09
H -1.9262 3.9315 1.7325 0.85 -0.05 -2.47 0.09
H 1.8930 1.9675 -3.2124 -0.30 -2.40 -0.05 0.16
H -3.7681 -3.5018 -3.7459 -1.00 -0.04 -2.06 0.07
H 4.1498 5.7029 8.6253 0.12 -0.16 -0.01 0.08
H 3.9083 -4.9830 -0.4612 -1.44 1.61 -0.51 0.13
H 0.2538 -1.2542 -4.7957 -2.20 1.48 -0.05 0.15
H 1.2013 1.6095 -0.6451 -1.89 1.58 -0.44 0.12
H -0.3458 4.3449 -3.9537 -0.88 0.48 1.93 0.13
H -5.3070 4.1617 -2.1613 0.10 -1.57 -2.21 0.09
H 0.8995 3.4055 -1.1493 -1.40 -2.03 0.44 0.12
H -4.9534 -2.2966 -6.5778 2.03 0.66 1.78 0.13
H -5.1069 3.9631 -4.0827 -0.25 -1.20 1.99 0.09
H -0.9650 4.9622 0.4731 -1.13 -2.43 -0.01 0.09
H -0.3340 -3.1046 3.7889 -0.09 -0.36 0.23 0.13
H 4.6115 -3.3371 -2.1647 -1.58 0.67 1.13 0.13
H 2.4824 -2.7381 0.5833 -0.01 -2.41 -0.14 0.11
H -1.7278 -2.5440 -4.3565 -0.96 2.33 -0.64 0.14
H 3.3171 -0.9174 -4.1268 -0.90 -0.28 2.06 0.15
H 4.0883 -2.1649 -0.7793 -0.99 -1.25 -1.59 0.14
H -4.8956 -1.3496 -4.9404 1.54 -1.18 -1.34 0.12
H -3.5247 2.6518 -1.6217 -0.53 -0.13 -2.42 0.11
H -0.8926 -3.4177 1.3937 -0.02 -0.09 0.12 0.07
H 4.7912 4.3160 9.5282 -0.08 0.00 -0.14 0.08
H -0.7569 1.7020 1.1670 0.78 2.27 -1.49 0.10
H 1.7511 0.5530 -4.4717 -0.05 0.24 2.18 0.14
H 4.3412 2.8179 7.6045 -0.25 0.20 -0.30 0.13
H 2.2149 -4.7824 -1.2892 1.73 1.34 0.95 0.14
H -2.1840 -4.0961 2.4150 0.15 0.14 0.01 0.08
H -2.3826 3.7351 -0.1060 1.83 0.25 1.21 0.07
H 0.8263 -4.2173 3.0663 -0.24 -0.23 0.06 0.12
H -0.6992 -0.4379 -6.2015 -0.15 -0.15 2.60 0.16
H -1.0323 -5.1707 1.6336 0.13 0.16 0.04 0.08
H -5.3656 -3.9922 -4.6386 2.03 0.98 -0.46 0.08
H 4.2331 -0.7668 -2.4853 -2.25 -0.62 -0.97 0.15
```
Positions in Å, forces in eV/Å.

## Properties
**Spin multiplicity**: 1
**Highest occupied orbital energy**: -9.386 eV
**Max |F|**: 9.54 eV Å⁻¹